Entry 1:
Here is a cluster of 5 separate species, C41H81N6O4 in total in a non-equilibrium geometry from OMol25. Energies are from ωB97M-V with the def2-TZVPD basis set.

Summary:
* ⟨S²⟩: 6.0180
* HOMO-LUMO gap (spin up / spin down): 6.303 / 6.954 eV

Geometry as ORCA input:
```
! RIJCOSX wB97M-V def2-TZVPD def2/J DEFGRID3
* xyz 1 5
C 1.461 -6.307 -10.993
C 2.169 -7.785 -10.986
C 2.816 -7.927 -9.505
N 2.544 -9.032 -8.623
C 3.303 -8.690 -7.428
C 4.023 -7.318 -7.670
N 3.677 -6.874 -9.025
H 1.283 -5.980 -9.898
H 2.183 -5.543 -11.434
H 0.469 -6.400 -11.544
H 2.986 -7.879 -11.782
H 1.357 -8.600 -11.090
H 1.944 -9.831 -8.858
H 3.319 -9.320 -6.484
H 4.676 -6.727 -6.951
H 3.960 -6.006 -9.497
C 0.651 -5.548 -3.247
C 1.396 -4.987 -4.484
C 2.912 -5.168 -4.276
C 3.463 -4.245 -3.194
C 3.107 -2.790 -3.478
C 1.620 -2.533 -3.820
N 1.028 -3.560 -4.733
O 1.418 -3.256 -6.003
C 0.767 -2.460 -2.533
C 1.528 -1.088 -4.387
C 0.921 -5.916 -5.631
H 0.722 -6.640 -3.214
H 1.061 -5.214 -2.297
H -0.411 -5.292 -3.275
H 3.449 -4.975 -5.215
H 3.136 -6.208 -4.010
H 3.094 -4.538 -2.208
H 4.551 -4.349 -3.151
H 3.402 -2.179 -2.619
H 3.735 -2.454 -4.315
H -0.295 -2.351 -2.776
H 1.045 -1.593 -1.927
H 0.878 -3.318 -1.875
H 2.195 -0.931 -5.239
H 1.823 -0.356 -3.630
H 0.508 -0.847 -4.699
H -0.160 -5.826 -5.777
H 1.137 -6.963 -5.397
H 1.414 -5.712 -6.585
C -1.947 2.093 1.421
C -1.345 0.674 1.568
C -1.581 0.178 3.008
C -0.732 0.932 4.026
C 0.745 0.886 3.654
C 1.064 1.250 2.184
N 0.105 0.662 1.199
O 0.464 -0.636 1.000
C 1.095 2.784 1.995
C 2.539 0.833 1.923
C -2.201 -0.172 0.590
H -3.041 2.055 1.446
H -1.675 2.773 2.226
H -1.659 2.549 0.470
H -1.356 -0.893 3.082
H -2.639 0.283 3.276
H -1.065 1.970 4.118
H -0.869 0.484 5.014
H 1.302 1.545 4.329
H 1.105 -0.131 3.861
H 1.248 3.042 0.942
H 1.921 3.231 2.557
H 0.200 3.294 2.343
H 2.721 -0.221 2.149
H 3.221 1.404 2.559
H 2.826 1.016 0.883
H -2.076 0.177 -0.440
H -3.264 -0.094 0.836
H -1.958 -1.237 0.623
C -8.952 2.616 -1.004
C -7.730 2.391 -0.078
C -7.863 3.308 1.154
C -7.662 4.779 0.804
C -6.337 4.999 0.083
C -6.064 4.034 -1.096
N -6.448 2.617 -0.814
O -5.449 2.062 -0.073
C -6.802 4.505 -2.371
C -4.565 4.195 -1.477
C -7.893 0.913 0.365
H -9.862 2.214 -0.548
H -9.175 3.664 -1.193
H -8.818 2.111 -1.965
H -7.130 3.022 1.919
H -8.847 3.180 1.617
H -8.490 5.150 0.194
H -7.676 5.373 1.723
H -6.291 6.035 -0.266
H -5.536 4.896 0.828
H -6.669 3.786 -3.184
H -6.404 5.463 -2.722
H -7.868 4.669 -2.233
H -3.898 4.028 -0.626
H -4.362 5.211 -1.828
H -4.281 3.506 -2.278
H -7.833 0.240 -0.496
H -8.867 0.755 0.839
H -7.144 0.603 1.097
C 5.585 1.985 7.936
C 4.674 2.481 6.785
C 5.324 3.717 6.132
C 5.289 4.939 7.044
C 3.869 5.236 7.513
C 3.095 4.019 8.072
N 3.291 2.766 7.278
O 2.478 2.839 6.189
C 3.491 3.745 9.541
C 1.603 4.442 8.182
C 4.701 1.299 5.782
H 6.505 1.545 7.539
H 5.921 2.775 8.605
H 5.087 1.215 8.532
H 4.814 3.960 5.192
H 6.364 3.500 5.863
H 5.950 4.802 7.904
H 5.679 5.805 6.501
H 3.904 6.032 8.264
H 3.320 5.653 6.658
H 2.998 2.841 9.914
H 3.180 4.569 10.191
H 4.561 3.639 9.701
H 1.200 4.803 7.232
H 1.484 5.263 8.896
H 0.978 3.613 8.527
H 4.271 0.398 6.231
H 5.728 1.062 5.488
H 4.160 1.513 4.857
*
```

Entry 2:
Here is a structure of composition C41H82AlBBrF9O17PS9 in a non-equilibrium geometry from OMol25. Energies are from ωB97M-V with the def2-TZVPD basis set.

Summary:
* HOMO-LUMO gap: 4.043 eV

Geometry as ORCA input:
```
! RIJCOSX wB97M-V def2-TZVPD def2/J DEFGRID3
* xyz -1 1
C 2.774 3.400 -0.706
B 1.434 3.089 -1.611
O 1.699 2.522 -2.924
Al -0.428 3.566 -0.829
Br -0.116 4.669 1.332
C -1.656 1.968 -0.471
C -1.047 0.547 -0.981
C -0.204 -0.037 0.279
C -0.724 -1.455 0.802
C -1.742 -1.374 2.028
F -2.608 -0.283 1.697
F -2.632 -2.490 2.085
C -1.113 -0.987 3.432
F -0.644 0.342 3.482
F -2.184 -1.011 4.370
S 0.249 -2.077 4.102
F 0.671 -0.834 5.163
F -0.798 -2.604 5.318
F -0.123 -3.375 3.154
F 1.402 -1.489 3.074
F 1.431 -3.008 4.808
P -1.639 5.077 -2.190
C -2.920 3.935 -3.059
C -2.536 6.207 -0.936
H 2.588 4.182 0.101
H 3.551 3.854 -1.426
H 3.247 2.451 -0.291
H 1.463 1.576 -2.956
H -2.688 2.042 -0.976
H -1.889 1.935 0.655
H -0.345 0.671 -1.870
H -1.933 -0.147 -1.220
H -0.124 0.770 1.069
H 0.863 -0.189 -0.124
H 0.164 -2.135 0.981
H -1.320 -1.922 -0.062
H -3.308 4.372 -4.029
H -2.371 2.939 -3.197
H -3.739 3.725 -2.287
H -1.764 6.607 -0.208
H -3.344 5.582 -0.418
H -3.015 7.098 -1.461
C -5.365 -5.044 4.303
C -4.865 -5.023 2.857
C -5.737 -5.993 2.056
S -7.324 -6.037 2.880
O -7.527 -7.362 3.422
O -8.312 -5.385 2.049
C -6.883 -4.940 4.217
H -4.940 -4.228 4.890
H -5.080 -5.988 4.779
H -4.969 -4.013 2.450
H -3.810 -5.295 2.790
H -5.873 -5.658 1.028
H -5.324 -7.003 2.066
H -7.387 -5.248 5.133
H -7.193 -3.931 3.937
C 7.139 4.613 -4.886
C 6.312 3.326 -4.823
C 5.535 3.341 -3.504
S 5.287 5.065 -3.092
O 6.022 5.362 -1.884
O 3.889 5.396 -3.245
C 6.190 5.732 -4.480
H 7.554 4.781 -5.882
H 7.971 4.552 -4.177
H 5.611 3.303 -5.664
H 6.942 2.439 -4.898
H 4.567 2.850 -3.601
H 6.106 2.880 -2.698
H 6.705 6.646 -4.185
H 5.471 5.945 -5.274
C 6.686 -1.682 -4.311
C 5.747 -2.450 -3.378
C 5.653 -1.659 -2.071
S 5.942 0.055 -2.498
O 7.177 0.482 -1.881
O 4.711 0.795 -2.352
C 6.245 -0.226 -4.236
H 6.641 -2.062 -5.334
H 7.718 -1.780 -3.959
H 4.756 -2.522 -3.837
H 6.097 -3.462 -3.200
H 4.669 -1.756 -1.613
H 6.425 -1.965 -1.363
H 6.998 0.470 -4.598
H 5.303 -0.072 -4.767
C 2.282 9.926 2.528
C 1.499 10.043 3.838
C 0.383 8.996 3.802
S 0.978 7.668 2.757
O 0.154 7.611 1.575
O 1.244 6.507 3.572
C 2.530 8.436 2.326
H 3.218 10.487 2.563
H 1.681 10.321 1.702
H 2.167 9.840 4.681
H 1.092 11.048 3.977
H 0.166 8.604 4.795
H -0.527 9.396 3.353
H 2.800 8.180 1.302
H 3.289 8.067 3.019
C -0.544 5.775 -7.276
C 0.579 6.210 -6.333
C 0.844 5.053 -5.368
S 0.389 3.559 -6.243
O -0.749 2.963 -5.583
O 1.584 2.801 -6.552
C -0.181 4.367 -7.729
H -0.648 6.455 -8.124
H -1.496 5.761 -6.734
H 1.483 6.419 -6.916
H 0.321 7.122 -5.790
H 1.895 4.998 -5.083
H 0.219 5.128 -4.476
H -1.024 3.820 -8.150
H 0.649 4.385 -8.439
C 0.277 -3.576 9.157
C 0.583 -2.312 8.352
C 1.278 -1.325 9.293
S 2.117 -2.315 10.525
O 1.505 -2.069 11.810
O 3.545 -2.220 10.323
C 1.553 -3.898 9.924
H -0.023 -4.405 8.513
H -0.541 -3.379 9.857
H 1.252 -2.562 7.522
H -0.321 -1.877 7.923
H 2.007 -0.710 8.766
H 0.557 -0.688 9.807
H 1.393 -4.578 10.760
H 2.322 -4.295 9.258
C -10.954 -7.062 3.144
C -11.755 -8.365 3.188
C -12.553 -8.369 4.494
S -12.842 -6.652 4.909
O -12.132 -6.348 6.131
O -14.245 -6.350 4.739
C -11.931 -5.963 3.539
H -10.526 -6.883 2.157
H -10.132 -7.110 3.864
H -12.443 -8.399 2.337
H -11.107 -9.241 3.120
H -13.510 -8.879 4.380
H -11.985 -8.822 5.308
H -11.439 -5.041 3.846
H -12.641 -5.760 2.734
C 3.915 -6.584 -6.765
C 4.234 -5.347 -7.607
C 4.956 -4.348 -6.700
S 5.793 -5.321 -5.451
O 5.199 -5.029 -4.166
O 7.219 -5.255 -5.671
C 5.194 -6.908 -6.004
H 3.593 -7.424 -7.383
H 3.109 -6.354 -6.061
H 4.889 -5.631 -8.437
H 3.332 -4.907 -8.037
H 5.690 -3.761 -7.251
H 4.252 -3.685 -6.195
H 5.031 -7.563 -5.148
H 5.949 -7.336 -6.667
*
```

Entry 3:
Here is a cluster of 5 separate species, C41H82N2Si in total in a non-equilibrium geometry from OMol25. Energies are from ωB97M-V with the def2-TZVPD basis set.

Summary:
* HOMO-LUMO gap: 5.825 eV

Geometry as ORCA input:
```
! RIJCOSX wB97M-V def2-TZVPD def2/J DEFGRID3
* xyz 2 1
C 4.701 -4.956 0.216
C 6.066 -4.025 0.363
C 7.173 -4.532 -0.739
C 5.741 -2.394 0.279
N 4.304 -2.093 -0.130
C 3.296 -1.842 0.988
C 1.721 -1.550 0.598
C 1.215 -1.525 -0.988
C -0.387 -1.275 -1.232
C -1.071 -0.058 -2.092
C -2.740 0.015 -2.169
N -3.663 -0.986 -1.510
Si -5.468 -0.989 -1.596
C -5.957 -2.772 -2.254
C -6.189 -0.917 0.228
C -6.229 0.445 -2.632
C -3.033 -2.124 -0.682
C -1.420 -2.355 -0.497
C 2.353 -1.794 -2.136
C 3.919 -2.071 -1.624
H 3.870 -4.581 0.953
H 4.235 -4.927 -0.873
H 4.893 -6.095 0.496
H 6.509 -4.269 1.438
H 7.165 -3.925 -1.748
H 6.939 -5.675 -0.948
H 8.296 -4.486 -0.339
H 5.949 -1.961 1.352
H 6.500 -1.931 -0.489
H 3.559 -1.835 2.139
H 0.924 -1.383 1.439
H -0.369 0.717 -2.632
H -3.192 0.909 -2.778
H -7.120 -2.744 -2.448
H -5.728 -3.495 -1.333
H -5.335 -3.097 -3.193
H -5.866 -1.875 0.818
H -5.808 0.041 0.785
H -7.369 -0.916 0.093
H -6.494 1.375 -1.932
H -5.612 0.755 -3.581
H -7.288 0.054 -3.017
H -3.747 -2.893 -0.136
H -1.014 -3.256 0.161
H 2.065 -1.811 -3.270
H 4.801 -2.301 -2.393
C -8.081 6.627 0.776
C -7.854 5.319 0.033
C -7.231 4.226 0.906
C -5.835 4.540 1.457
C -4.769 4.853 0.406
C -4.494 3.693 -0.540
H -7.140 7.066 1.118
H -8.566 7.355 0.116
H -8.729 6.475 1.645
H -7.236 5.502 -0.852
H -8.821 4.958 -0.337
H -7.195 3.295 0.329
H -7.899 4.027 1.754
H -5.502 3.683 2.057
H -5.900 5.385 2.153
H -3.836 5.106 0.923
H -5.049 5.740 -0.173
H -4.175 2.805 0.015
H -3.697 3.959 -1.240
H -5.380 3.434 -1.128
C 5.832 1.791 1.343
C 7.278 2.143 1.032
C 8.248 0.981 1.260
C 8.336 0.471 2.703
C 8.729 1.517 3.747
C 10.116 2.102 3.523
H 5.695 1.536 2.397
H 5.181 2.644 1.121
H 5.497 0.944 0.735
H 7.579 3.016 1.622
H 7.343 2.447 -0.020
H 9.245 1.284 0.919
H 7.954 0.143 0.616
H 9.062 -0.352 2.734
H 7.374 0.031 2.993
H 8.709 1.044 4.736
H 7.990 2.325 3.779
H 10.876 1.315 3.526
H 10.358 2.811 4.321
H 10.177 2.640 2.573
C -9.414 -3.846 5.208
C -8.921 -2.441 5.520
C -9.939 -1.350 5.178
C -10.317 -1.245 3.696
C -9.151 -1.005 2.736
C -8.427 0.311 2.982
H -9.597 -3.981 4.138
H -8.664 -4.584 5.512
H -10.340 -4.063 5.748
H -7.974 -2.260 5.000
H -8.698 -2.382 6.592
H -9.550 -0.386 5.524
H -10.855 -1.528 5.754
H -11.043 -0.430 3.583
H -10.841 -2.158 3.388
H -9.541 -0.997 1.711
H -8.435 -1.832 2.786
H -9.117 1.157 2.899
H -7.632 0.448 2.243
H -7.965 0.337 3.974
C 6.514 -1.073 -7.023
C 6.011 -0.307 -5.809
C 6.820 0.959 -5.513
C 8.297 0.730 -5.170
C 8.560 -0.188 -3.976
C 8.000 0.348 -2.667
H 7.534 -1.440 -6.876
H 5.874 -1.942 -7.211
H 6.498 -0.442 -7.917
H 5.999 -0.968 -4.936
H 4.969 -0.018 -5.989
H 6.335 1.501 -4.693
H 6.768 1.624 -6.384
H 8.760 1.706 -4.976
H 8.815 0.323 -6.047
H 9.644 -0.310 -3.865
H 8.156 -1.189 -4.165
H 8.419 1.333 -2.438
H 8.253 -0.328 -1.844
H 6.910 0.435 -2.700
*
```